Entry from the Open Molecules 2025 dataset: a structure of composition C20H60N8O10 at a distorted geometry (ωB97M-V/def2-TZVPD).

Last column: Mulliken charge in e.
Element x y z (Å)
C1 -14.46 7.87 -16.70  0.27
O1 -14.79 7.55 -15.31  -0.58
H1 -15.27 8.46 -17.17  -0.52
H2 -14.27 7.03 -17.33  0.23
H3 -13.61 8.53 -16.54  0.32
H4 -13.94 7.65 -14.87  0.31
C2 -17.86 8.51 -15.61  -0.37
O2 -17.57 7.70 -16.67  -0.47
N1 -17.28 8.32 -14.45  -0.28
N2 -18.97 8.44 -15.01  0.18
H5 -16.32 7.98 -14.70  0.60
H6 -16.99 9.26 -14.04  0.21
H7 -19.62 8.09 -15.73  -0.15
H8 -19.23 9.45 -14.83  0.36
C3 -17.52 13.48 -14.88  0.61
O3 -18.39 13.71 -15.96  -0.86
N3 -17.97 13.12 -13.69  -0.51
N4 -16.25 13.49 -14.95  -0.01
H9 -18.88 13.52 -13.43  0.39
H10 -17.27 13.38 -12.94  0.19
H11 -15.79 13.86 -15.86  -0.17
H12 -15.72 13.54 -14.10  0.22
C4 -14.21 11.52 -21.33  0.34
O4 -13.43 11.90 -22.38  -0.81
N5 -14.77 10.36 -21.38  -0.19
N6 -14.31 12.07 -20.15  0.05
H13 -14.67 9.95 -22.31  0.21
H14 -15.51 9.90 -20.76  0.18
H15 -13.87 13.00 -20.07  0.17
H16 -15.02 11.78 -19.49  -0.05
C5 -20.66 11.11 -14.07  0.37
O5 -21.87 11.02 -14.73  -0.73
N7 -20.50 10.88 -12.77  -0.46
N8 -19.57 11.03 -14.66  0.37
H17 -21.39 10.70 -12.34  0.31
H18 -20.09 11.76 -12.29  0.21
H19 -19.59 11.27 -15.69  0.37
H20 -18.84 11.69 -14.22  -0.05
C6 -13.32 11.18 -16.54  0.10
C7 -12.19 11.59 -17.40  0.77
C8 -11.63 12.90 -16.90  -1.46
O6 -11.26 10.80 -17.52  -0.52
H21 -14.00 10.53 -17.08  -0.67
H22 -13.82 12.06 -16.22  0.09
H23 -12.96 10.58 -15.73  0.47
H24 -12.62 11.85 -18.35  -0.13
H25 -10.86 13.07 -17.55  0.67
H26 -11.20 12.83 -15.86  0.40
H27 -12.34 13.80 -17.00  0.03
H28 -10.71 10.90 -16.72  0.42
C9 -17.92 11.50 -19.59  -1.58
C10 -17.98 11.03 -18.14  1.89
C11 -16.59 11.19 -17.44  0.27
O7 -18.90 11.52 -17.47  -0.66
H29 -17.22 10.93 -20.21  0.12
H30 -17.56 12.51 -19.62  0.24
H31 -18.85 11.60 -20.09  0.44
H32 -18.22 9.94 -18.08  -1.45
H33 -16.12 12.19 -17.37  0.35
H34 -15.88 10.47 -17.87  -0.90
H35 -16.70 10.80 -16.42  0.40
H36 -18.63 12.41 -17.18  0.26
C12 -21.02 8.33 -17.17  -0.58
C13 -21.03 6.84 -17.04  0.57
C14 -20.33 6.26 -18.29  -1.18
O8 -20.36 6.32 -16.08  -0.57
H37 -21.67 8.57 -18.02  0.53
H38 -20.07 8.82 -17.27  -0.53
H39 -21.46 8.83 -16.26  0.24
H40 -22.08 6.53 -17.03  0.43
H41 -20.36 5.15 -18.36  0.47
H42 -19.28 6.61 -18.31  0.03
H43 -20.79 6.66 -19.21  0.36
H44 -20.64 5.38 -16.09  0.43
C15 -17.20 7.78 -21.35  -2.07
C16 -16.90 7.78 -19.85  1.57
C17 -16.47 6.37 -19.50  -1.82
O9 -15.99 8.62 -19.51  -0.14
H45 -16.40 7.38 -21.89  0.48
H46 -17.44 8.65 -21.90  0.43
H47 -17.98 7.10 -21.51  0.52
H48 -17.87 7.92 -19.36  -0.43
H49 -15.96 6.33 -18.56  0.29
H50 -15.90 5.99 -20.24  0.68
H51 -17.33 5.66 -19.33  0.29
H52 -15.16 8.15 -19.54  0.31
C18 -15.73 15.54 -18.61  -1.33
C19 -14.85 15.79 -17.35  0.27
C20 -15.78 16.57 -16.40  -1.37
O10 -14.45 14.80 -16.73  -0.50
H53 -16.67 15.07 -18.38  0.26
H54 -15.14 14.91 -19.25  0.23
H55 -15.99 16.50 -19.03  0.49
H56 -13.97 16.43 -17.61  0.38
H57 -15.30 16.65 -15.42  0.30
H58 -16.68 16.01 -16.36  0.34
H59 -16.04 17.58 -16.75  0.43
H60 -13.73 15.08 -16.16  0.32

**Molar mass**: 572.746 g/mol
**Energy**: -54096.6424 eV
**Energy above the lowest of the compared OMol25 structures with the same formula, charge and spin**: 165.3 kcal per mole
**Gap between HOMO and LUMO**: 6.705 eV
**HOMO**: -7.3 eV

Entry from the Open Molecules 2025 dataset: a cluster of 11 separate species, C44H85F3O32 in total at a distorted geometry (ωB97M-V/def2-TZVPD).

Last column: Mulliken charge in e.
Element x y z (Å)
C1 2.04 2.43 0.47  -1.15
C2 1.65 1.05 1.00  -0.11
O1 1.29 0.22 -0.14  -0.26
C3 1.06 -1.11 -0.05  0.38
O2 1.23 -1.79 0.97  -0.57
C4 0.44 -1.70 -1.35  0.86
F1 -0.36 -2.78 -1.01  -0.24
F2 -0.23 -0.75 -1.92  -0.19
F3 1.42 -2.18 -2.13  -0.23
H1 2.61 2.19 -0.43  0.33
H2 2.75 2.93 1.13  0.37
H3 1.27 3.17 0.25  0.29
H4 0.84 1.31 1.69  0.24
H5 2.48 0.63 1.58  0.29
C5 -3.52 -7.11 -13.00  -1.02
C6 -4.78 -6.73 -12.20  -0.29
O3 -4.55 -5.74 -11.26  -0.35
C7 -4.08 -6.08 -10.07  0.73
O4 -3.96 -7.16 -9.58  -0.55
O5 -3.96 -4.88 -9.44  -0.29
C8 -3.44 -4.92 -8.06  -0.65
H6 -2.97 -6.32 -13.53  0.29
H7 -3.92 -7.83 -13.72  0.34
H8 -2.85 -7.60 -12.31  0.29
H9 -5.08 -7.62 -11.64  0.30
H10 -5.62 -6.53 -12.87  0.36
H11 -4.30 -5.11 -7.42  0.28
H12 -2.98 -3.99 -7.73  0.25
H13 -2.71 -5.71 -7.92  0.31
C9 0.41 1.79 -12.81  -1.19
C10 0.11 0.91 -11.60  -0.19
O6 0.47 1.65 -10.45  -0.26
C11 0.33 1.08 -9.27  0.77
O7 -0.03 -0.08 -9.12  -0.60
O8 0.65 1.92 -8.30  -0.34
C12 0.68 1.60 -6.92  -0.60
H14 -0.05 2.77 -12.74  0.31
H15 -0.09 1.32 -13.66  0.37
H16 1.46 1.96 -13.04  0.32
H17 0.62 -0.05 -11.55  0.34
H18 -0.97 0.77 -11.59  0.27
H19 -0.34 1.31 -6.68  0.28
H20 1.03 2.51 -6.42  0.22
H21 1.30 0.76 -6.64  0.30
C13 -2.55 9.57 -0.06  -1.04
C14 -2.42 8.24 0.70  -0.26
O9 -3.65 7.50 0.75  -0.32
C15 -4.56 7.69 1.71  0.76
O10 -4.42 8.33 2.77  -0.60
O11 -5.65 7.10 1.23  -0.30
C16 -6.95 7.16 1.95  -0.70
H22 -2.80 9.46 -1.11  0.29
H23 -1.58 10.07 -0.10  0.36
H24 -3.19 10.29 0.46  0.30
H25 -2.07 8.34 1.73  0.32
H26 -1.61 7.63 0.29  0.30
H27 -7.03 6.33 2.66  0.29
H28 -7.85 7.20 1.34  0.27
H29 -6.99 8.00 2.64  0.32
C17 4.99 11.12 1.02  -1.03
C18 3.91 10.95 2.15  -0.26
O12 4.29 9.99 3.09  -0.33
C19 4.17 8.69 2.89  0.76
O13 3.85 8.17 1.83  -0.58
O14 4.46 8.06 4.07  -0.30
C20 4.70 6.65 4.00  -0.68
H30 5.03 10.23 0.40  0.29
H31 5.95 11.27 1.50  0.29
H32 4.73 11.99 0.42  0.35
H33 2.90 10.82 1.77  0.34
H34 3.87 11.85 2.76  0.27
H35 5.19 6.22 4.87  0.28
H36 5.21 6.27 3.12  0.30
H37 3.76 6.10 3.98  0.28
C21 6.95 -1.03 3.04  -1.17
C22 7.06 -1.12 1.50  -0.18
O15 7.34 0.15 0.91  -0.27
C23 7.18 0.34 -0.34  0.79
O16 6.82 -0.53 -1.14  -0.61
O17 7.43 1.64 -0.61  -0.31
C24 7.42 2.17 -1.90  -0.67
H38 6.08 -0.53 3.47  0.29
H39 7.79 -0.49 3.47  0.33
H40 6.99 -2.03 3.47  0.37
H41 6.10 -1.44 1.10  0.30
H42 7.82 -1.85 1.24  0.28
H43 7.84 3.17 -2.04  0.27
H44 6.48 2.07 -2.44  0.28
H45 8.06 1.52 -2.50  0.30
C25 -3.27 -1.59 4.20  -1.21
C26 -3.33 -0.12 3.80  -0.21
O18 -3.41 -0.04 2.40  -0.20
C27 -3.21 1.15 1.80  0.69
O19 -2.89 2.20 2.36  -0.61
O20 -3.42 0.94 0.47  -0.23
C28 -3.38 1.93 -0.50  -0.67
H46 -2.38 -2.16 3.96  0.30
H47 -4.05 -2.13 3.67  0.34
H48 -3.65 -1.71 5.21  0.36
H49 -2.51 0.46 4.23  0.33
H50 -4.24 0.32 4.20  0.26
H51 -3.29 1.42 -1.46  0.22
H52 -2.55 2.59 -0.24  0.31
H53 -4.33 2.45 -0.48  0.31
C29 1.12 -6.21 11.30  -1.04
C30 2.43 -5.50 10.89  -0.13
O21 2.10 -4.31 10.18  -0.34
C31 1.67 -4.28 8.85  0.76
O22 1.24 -3.26 8.26  -0.59
O23 1.79 -5.54 8.30  -0.30
C32 1.69 -5.58 6.85  -0.69
H54 0.59 -6.56 10.42  0.28
H55 0.38 -5.68 11.90  0.30
H56 1.31 -7.12 11.88  0.35
H57 3.00 -6.15 10.23  0.26
H58 3.07 -5.18 11.72  0.31
H59 1.10 -6.48 6.65  0.23
H60 2.70 -5.84 6.53  0.27
H61 1.27 -4.71 6.35  0.33
C33 4.34 -6.59 -0.65  -1.13
C34 3.49 -7.88 -0.71  -0.18
O24 3.01 -8.32 0.55  -0.34
C35 3.74 -9.05 1.38  0.80
O25 4.81 -9.64 1.15  -0.60
O26 3.21 -8.99 2.58  -0.30
C36 3.82 -9.69 3.65  -0.67
H62 5.32 -6.82 -0.23  0.31
H63 3.87 -5.87 0.03  0.30
H64 4.46 -6.14 -1.63  0.38
H65 4.08 -8.68 -1.17  0.30
H66 2.64 -7.63 -1.35  0.30
H67 3.09 -9.75 4.46  0.24
H68 4.75 -9.31 4.06  0.29
H69 4.03 -10.71 3.32  0.32
C37 -5.96 0.11 -7.96  -1.01
C38 -6.75 0.64 -6.74  -0.23
O27 -6.08 0.13 -5.57  -0.32
C39 -6.39 -1.06 -5.09  0.70
O28 -7.41 -1.67 -5.38  -0.57
O29 -5.54 -1.36 -4.06  -0.25
C40 -6.07 -2.06 -2.91  -0.76
H70 -4.89 0.31 -8.01  0.31
H71 -6.45 0.50 -8.84  0.35
H72 -6.04 -0.98 -7.97  0.27
H73 -7.76 0.22 -6.76  0.31
H74 -6.74 1.72 -6.59  0.26
H75 -6.86 -1.57 -2.34  0.30
H76 -5.39 -2.37 -2.12  0.30
H77 -6.50 -3.00 -3.24  0.33
C41 0.22 2.40 7.75  -0.99
C42 -0.96 2.83 8.62  -0.27
O30 -0.98 2.23 9.92  -0.32
C43 -1.61 1.03 10.06  0.73
O31 -2.38 0.44 9.28  -0.57
O32 -1.16 0.48 11.27  -0.31
C44 -1.75 -0.81 11.65  -0.72
H78 0.38 1.32 7.72  0.28
H79 1.14 2.77 8.20  0.30
H80 0.09 2.67 6.70  0.33
H81 -1.92 2.68 8.12  0.31
H82 -1.03 3.91 8.72  0.32
H83 -2.64 -0.68 12.27  0.31
H84 -1.09 -1.28 12.38  0.29
H85 -2.03 -1.61 10.97  0.32

**SMILES**: CCOC(=O)C(F)(F)F.CCOC(=O)OC.CCOC(=O)OC.CCOC(=O)OC.CCOC(=O)OC.CCOC(=O)OC.CCOC(=O)OC.CCOC(=O)OC.CCOC(=O)OC.CCOC(=O)OC.CCOC(=O)OC
**Molar mass**: 1183.126 g/mol
**Energy**: -120675.2307 eV
**Gap between HOMO and LUMO**: 10.761 eV
**HOMO**: -10.6 eV

Among the records above, which one has the lowest HOMO?
C44H85F3O32

Among the records above, which one has the highest HOMO?
C20H60N8O10

Which of these has the lowest gap between HOMO and LUMO?
C20H60N8O10